1.
{
  "formula": "C31H64NO4",
  "method": "wB97M-V/def2-TZVPD",
  "elements": ["C", "C", "C", "C", "O", "C", "C", "C", "C", "C", "C", "C", "C", "C", "C", "C", "C", "C", "C", "C", "N", "O", "C", "C", "C", "C", "H", "H", "H", "H", "H", "H", "H", "H", "H", "H", "H", "H", "H", "H", "H", "H", "H", "H", "H", "H", "H", "H", "H", "H", "H", "H", "H", "H", "H", "H", "H", "H", "H", "H", "H", "H", "H", "H", "H", "H", "H", "H", "H", "H", "C", "C", "O", "C", "C", "H", "H", "H", "H", "H", "H", "H", "H", "H", "H", "C", "C", "O", "C", "C", "H", "H", "H", "H", "H", "H", "H", "H", "H", "H"],
  "coordinates": [[1.1952, 0.5240, 6.0770], [2.2540, -0.5107, 5.6456], [1.8746, -1.2895, 4.3725], [2.5186, -0.6526, 3.1415], [1.8659, -1.0537, 1.9516], [1.4760, -0.0090, 1.0531], [0.8421, -0.7828, -0.1151], [0.4255, 0.0992, -1.3009], [-0.8821, -0.3237, -1.9834], [-2.0979, 0.0128, -1.1008], [-1.0020, 0.4530, -3.2998], [0.0284, 0.0402, -4.3688], [1.1504, 1.0437, -4.5179], [2.2331, 0.8658, -5.2638], [3.0907, 2.0297, -5.6723], [2.6685, -0.4997, -5.7381], [2.7140, 0.7428, 0.5019], [2.6896, 2.2862, 0.3424], [3.7783, 2.9257, 1.2352], [3.0541, 2.6490, -1.1131], [1.3597, 2.8904, 0.6050], [1.3220, 4.1542, 0.4312], [0.5642, 2.3997, 1.7530], [1.1620, 2.8912, 3.0796], [-0.8379, 3.0381, 1.6473], [0.3781, 0.8743, 1.6877], [0.7429, 0.2563, 7.0306], [0.3846, 0.5436, 5.3439], [1.6017, 1.5340, 6.1325], [3.1910, 0.0224, 5.4474], [2.4744, -1.1994, 6.4616], [2.2744, -2.3013, 4.4717], [0.7919, -1.3249, 4.2456], [3.5614, -0.9929, 3.0938], [2.5578, 0.4353, 3.2537], [-0.0445, -1.2865, 0.2846], [1.5462, -1.5569, -0.4265], [1.2155, 0.0445, -2.0578], [0.3410, 1.1572, -1.0298], [-0.8765, -1.4001, -2.1845], [-2.9762, 0.1970, -1.7219], [-1.9154, 0.9482, -0.5637], [-2.3258, -0.7694, -0.3764], [-2.0191, 0.3785, -3.6931], [-0.8571, 1.5171, -3.0740], [-0.4465, -0.0411, -5.3488], [0.4327, -0.9360, -4.0755], [1.0639, 1.9596, -3.9381], [2.8806, 2.2855, -6.7144], [4.1570, 1.7991, -5.6016], [2.8982, 2.9073, -5.0531], [2.4445, -1.2500, -4.9797], [3.7482, -0.4939, -5.8940], [2.1958, -0.7850, -6.6823], [2.9008, 0.3182, -0.4846], [3.5994, 0.4901, 1.0861], [3.5510, 3.9758, 1.4164], [3.9030, 2.3884, 2.1745], [4.7236, 2.8836, 0.6911], [2.1715, 2.6659, -1.7526], [3.8032, 1.9567, -1.4970], [3.4902, 3.6486, -1.1446], [1.2654, 3.9771, 3.0137], [2.1516, 2.4947, 3.2925], [0.4676, 2.6735, 3.8906], [-0.9157, 3.9589, 2.2213], [-1.5808, 2.3376, 2.0361], [-1.0897, 3.2256, 0.6034], [-0.5323, 0.6951, 1.1159], [0.1553, 0.5392, 2.7029], [-5.9571, -2.2448, -6.6333], [-5.3354, -1.3069, -5.6125], [-3.9691, -1.5673, -5.3455], [-3.0905, -1.4554, -6.4507], [-3.0562, -0.0683, -7.0687], [-5.8034, -3.2839, -6.3392], [-7.0286, -2.0563, -6.7065], [-5.5293, -2.1098, -7.6277], [-5.8367, -1.4254, -4.6517], [-5.4771, -0.2636, -5.9174], [-3.3244, -2.2108, -7.2098], [-2.1031, -1.7013, -6.0580], [-4.0051, 0.1940, -7.5385], [-2.2819, -0.0144, -7.8348], [-2.8450, 0.6794, -6.3018], [-0.6029, -4.1816, 5.4041], [-0.4674, -3.4213, 6.7126], [-0.9310, -2.0838, 6.6543], [-2.2993, -1.9128, 6.3329], [-3.2535, -2.5529, 7.3266], [-0.1233, -3.6334, 4.5922], [-0.1295, -5.1600, 5.4926], [-1.6467, -4.3433, 5.1308], [0.5864, -3.3412, 6.9828], [-0.9629, -3.9659, 7.5246], [-2.5053, -2.2742, 5.3185], [-2.4520, -0.8330, 6.3209], [-3.1825, -3.6414, 7.3194], [-4.2816, -2.2872, 7.0785], [-3.0373, -2.2084, 8.3388]],
  "energy_ev": -42861.8785,
  "orbital_gap_ha": [0.3265, 0.3366],
  "s2": 0.754,
  "spin_multiplicity": 2
}

***

2.
{
  "formula": "C31H65FN2O9",
  "method": "wB97M-V/def2-TZVPD",
  "elements": ["C", "C", "C", "O", "O", "C", "C", "C", "C", "C", "C", "C", "C", "N", "C", "O", "F", "C", "N", "H", "H", "H", "H", "H", "H", "H", "H", "H", "H", "H", "H", "H", "H", "H", "H", "H", "C", "C", "C", "O", "H", "H", "H", "H", "H", "H", "H", "H", "C", "C", "C", "O", "H", "H", "H", "H", "H", "H", "H", "H", "C", "C", "C", "O", "H", "H", "H", "H", "H", "H", "H", "H", "C", "C", "C", "O", "H", "H", "H", "H", "H", "H", "H", "H", "C", "C", "C", "O", "H", "H", "H", "H", "H", "H", "H", "H", "C", "C", "C", "O", "H", "H", "H", "H", "H", "H", "H", "H"],
  "coordinates": [[0.7222, 1.4380, -1.6817], [-0.0953, 0.3337, -1.7482], [-0.5031, -0.3246, -0.5090], [-0.0556, 0.0138, 0.5629], [-1.4805, -1.2751, -0.5981], [-0.9745, -2.6233, -0.5388], [0.0951, -2.9112, -1.5944], [0.0527, -4.3654, -2.0782], [1.1776, -4.6735, -3.0865], [0.7695, -4.6758, -4.5598], [0.1402, -3.3676, -5.1030], [-1.3764, -3.4990, -5.4348], [-1.5542, -3.3449, -6.8855], [-1.7036, -3.1960, -8.0069], [-2.3305, -2.4773, -4.7330], [-3.4118, -2.1290, -5.5346], [-1.6659, -1.3179, -4.4024], [-2.9246, -3.0831, -3.5132], [-3.4274, -3.6956, -2.6941], [0.3809, 2.4094, -2.0359], [1.7314, 1.3911, -1.2808], [-0.3913, -0.0751, -2.7109], [-1.8317, -3.2574, -0.7646], [-0.6451, -2.8527, 0.4771], [1.0930, -2.7087, -1.2028], [-0.1419, -2.2620, -2.4400], [0.2404, -4.9872, -1.1967], [-0.9345, -4.6381, -2.4550], [2.0193, -4.0054, -2.8888], [1.5326, -5.6846, -2.8697], [1.6778, -4.8557, -5.1380], [0.0872, -5.5100, -4.7343], [0.6323, -3.1492, -6.0492], [0.3512, -2.5223, -4.4520], [-1.7442, -4.4965, -5.1865], [-3.1908, -1.2811, -5.9547], [1.9383, 1.3989, 4.6153], [0.8815, 0.3390, 4.8830], [1.4732, -1.0606, 4.8120], [-0.1867, 0.4667, 3.9445], [2.3578, 1.2797, 3.6136], [1.5005, 2.3961, 4.6654], [2.7542, 1.3418, 5.3369], [0.4387, 0.4988, 5.8675], [1.8787, -1.2496, 3.8139], [0.7034, -1.8097, 5.0027], [2.2741, -1.1906, 5.5415], [0.1738, 0.3280, 3.0596], [-3.4390, -2.6789, 4.8602], [-3.7137, -1.4464, 5.7102], [-4.6643, -0.4907, 5.0037], [-2.4931, -0.7840, 6.0209], [-2.9653, -2.3897, 3.9180], [-2.7561, -3.3534, 5.3778], [-4.3591, -3.2203, 4.6335], [-4.1443, -1.7500, 6.6662], [-4.2235, -0.1441, 4.0654], [-4.8505, 0.3873, 5.6226], [-5.6193, -0.9702, 4.7816], [-2.0897, -0.5047, 5.1880], [4.5177, 4.5282, 5.7746], [5.0501, 4.2967, 4.3680], [5.5221, 5.5947, 3.7356], [4.0408, 3.6869, 3.5617], [3.6580, 5.2037, 5.7491], [4.1826, 3.5893, 6.2167], [5.2807, 4.9651, 6.4206], [5.8777, 3.5866, 4.4018], [4.6904, 6.3015, 3.6505], [5.9008, 5.4144, 2.7302], [6.3149, 6.0557, 4.3224], [3.2947, 4.2947, 3.5156], [10.9126, 6.4250, 4.2325], [9.8256, 5.3877, 4.4689], [10.3839, 3.9745, 4.4007], [8.7759, 5.5482, 3.5150], [11.3476, 6.2991, 3.2372], [10.4971, 7.4316, 4.2836], [11.7109, 6.3397, 4.9709], [9.3690, 5.5533, 5.4461], [10.8039, 3.7795, 3.4100], [9.5935, 3.2430, 4.5710], [11.1673, 3.8201, 5.1437], [9.1504, 5.4074, 2.6384], [-3.5721, 3.0708, -3.6675], [-4.0608, 1.6530, -3.9142], [-3.5531, 0.6907, -2.8561], [-3.6331, 1.2100, -5.2118], [-2.4785, 3.1064, -3.6949], [-3.9411, 3.7430, -4.4421], [-3.9051, 3.4403, -2.6970], [-5.1508, 1.6411, -3.9305], [-2.4619, 0.6588, -2.8734], [-3.9140, -0.3181, -3.0619], [-3.8717, 0.9723, -1.8520], [-2.6689, 1.2273, -5.2078], [-7.8308, -3.1353, -4.2128], [-8.0024, -2.3616, -5.5118], [-7.6760, -3.2288, -6.7187], [-7.1760, -1.2006, -5.5041], [-6.7938, -3.4651, -4.1013], [-8.0662, -2.5015, -3.3575], [-8.4774, -4.0137, -4.1840], [-9.0285, -1.9988, -5.5889], [-6.6348, -3.5608, -6.6762], [-7.8012, -2.6614, -7.6411], [-8.3182, -4.1098, -6.7611], [-6.2583, -1.4901, -5.4364]],
  "energy_ev": -57322.2384,
  "smiles": "C=CC(=O)OCCCCCC[C@H](C#N)[C@](O)(F)C#N.CC(C)O.CC(C)O.CC(C)O.CC(C)O.CC(C)O.CC(C)O",
  "orbital_gap_ha": 0.2959
}